{
  "formula": "C26H40Br12INO3",
  "method": "wB97M-V/def2-TZVPD",
  "symbols": ["O", "C", "N", "C", "O", "C", "C", "C", "C", "C", "C", "I", "C", "C", "C", "C", "O", "C", "C", "H", "H", "H", "H", "H", "H", "H", "H", "H", "H", "H", "H", "H", "H", "H", "H", "Br", "C", "C", "Br", "H", "H", "H", "H", "Br", "C", "C", "Br", "H", "H", "H", "H", "Br", "C", "C", "Br", "H", "H", "H", "H", "Br", "C", "C", "Br", "H", "H", "H", "H", "Br", "C", "C", "Br", "H", "H", "H", "H", "Br", "C", "C", "Br", "H", "H", "H", "H"],
  "positions_angstrom": [[5.27028, 6.01416, 2.77378], [4.10098, 5.58715, 2.77066], [2.86387, 6.15966, 3.33787], [2.03866, 4.99682, 3.84258], [1.37191, 5.05057, 4.89361], [2.27904, 3.79229, 2.83268], [1.47583, 2.50876, 2.53261], [2.06509, 1.58406, 1.40486], [1.34437, 0.21572, 0.97584], [1.83265, -1.02403, 1.87199], [3.39196, -1.37226, 1.74801], [3.79946, -2.82459, 0.13119], [3.38247, 2.01200, 0.68975], [4.00079, 1.11743, -0.50877], [3.56914, 1.89661, -1.88063], [2.04033, 2.39183, -1.83984], [1.55820, 2.74964, -3.18825], [4.19974, 3.29627, 1.04401], [3.61611, 4.19930, 2.14569], [2.35877, 6.78515, 2.64697], [0.50158, 2.28497, 3.09666], [1.50990, -0.05902, -0.12161], [0.19875, 0.27344, 1.10846], [1.63206, -0.72479, 2.97082], [1.23383, -1.95705, 1.58148], [3.68425, -1.93384, 2.71317], [4.08507, -0.46818, 1.69785], [5.13124, 1.05467, -0.38779], [3.52605, 0.08558, -0.57065], [4.22648, 2.83909, -1.90916], [3.78850, 1.20330, -2.77604], [1.87838, 3.32508, -1.19788], [1.32143, 1.55905, -1.48223], [0.57702, 2.73709, -3.06859], [5.17548, 3.59807, 0.55021], [-1.98400, -2.97071, 2.32994], [-2.01123, -4.59148, 1.24565], [-0.61881, -4.99601, 0.83127], [0.03889, -3.87576, -0.62078], [-2.67318, -4.39843, 0.40155], [-2.45864, -5.35383, 1.88578], [-0.61628, -6.01111, 0.43042], [0.10931, -4.92872, 1.63985], [-0.64385, -4.86033, -4.36114], [-0.45388, -2.98998, -4.87479], [0.95343, -2.68428, -5.32400], [2.16265, -2.52576, -3.80317], [-0.77362, -2.39194, -4.02114], [-1.15857, -2.84856, -5.69593], [0.99558, -1.71448, -5.82238], [1.37038, -3.44461, -5.98405], [-1.81074, 5.94972, -0.77829], [-1.96371, 6.69443, 1.01551], [-0.68171, 7.36867, 1.42416], [0.67966, 6.06657, 1.93488], [-2.25619, 5.87993, 1.67917], [-2.77792, 7.41865, 0.95599], [-0.83312, 7.98138, 2.31449], [-0.25203, 7.98434, 0.63410], [-1.35190, -8.65104, 1.79801], [-0.88893, -10.20324, 0.71372], [0.06786, -9.83296, -0.39229], [-0.85337, -8.92431, -1.84987], [-1.82468, -10.62800, 0.35069], [-0.42194, -10.90449, 1.40724], [0.49898, -10.72808, -0.84318], [0.87189, -9.17431, -0.06449], [-1.05802, 2.52687, 1.84973], [-2.88107, 1.83071, 1.97864], [-3.51971, 1.67841, 0.62004], [-4.09999, 3.39725, -0.08797], [-3.42959, 2.50172, 2.64014], [-2.77507, 0.85723, 2.46077], [-4.42879, 1.07944, 0.68864], [-2.85560, 1.23701, -0.12122], [-6.67369, -1.01197, -4.25823], [-6.77678, -0.21369, -2.48335], [-5.49639, 0.50032, -2.12862], [-4.09864, -0.76282, -1.62503], [-7.03054, -1.01447, -1.78875], [-7.60754, 0.49179, -2.53704], [-5.63900, 1.13172, -1.25042], [-5.09963, 1.10524, -2.94356]],
  "atomic_forces_ev_per_a": [[-4.2251, -0.9537, -0.0634], [1.0599, -0.8814, -0.8325], [2.3051, -0.8637, 0.8197], [-1.0602, -0.3784, 1.6220], [2.3172, -0.3307, -3.7630], [1.8715, -0.9766, -1.4230], [4.6406, 1.0502, -1.2047], [1.2194, 2.5052, 0.6145], [-0.0502, -0.2647, 0.3379], [0.3706, 0.4694, -0.0080], [-0.3438, -0.0857, 1.8185], [-0.0723, 0.9033, 0.6953], [0.0411, 0.9925, 1.5702], [-1.6280, 1.3112, -0.0618], [0.3206, 0.3503, 0.5750], [-0.5109, -0.4390, -0.2675], [-0.5143, -0.4907, 1.2448], [-3.5694, -0.4087, 2.6150], [-1.7450, -3.2238, -0.9114], [1.3764, -0.7226, 1.6596], [2.9166, 0.2050, -0.4548], [-0.0715, 0.6151, 1.5110], [1.9324, 0.1649, -0.1309], [0.2971, -0.6831, -1.6334], [0.7220, 1.4035, 0.5772], [-0.3817, 0.7419, -1.7060], [-1.0499, -1.2631, -0.3337], [-1.5390, 0.0264, -0.2860], [0.8615, 1.3565, 0.3810], [-0.9162, -1.3995, -0.3655], [-0.5234, 1.2851, 1.2976], [0.5601, -1.4497, -0.5318], [1.3970, 1.1860, -0.2012], [1.2267, 0.1655, -0.4422], [-1.4619, -0.6941, 0.5736], [-0.0283, 0.0629, -0.0758], [-0.0517, -0.1184, 0.2228], [0.0517, -0.0437, -0.3242], [-0.0160, 0.0208, 0.0954], [0.1844, -0.0254, 0.0732], [0.0851, 0.0533, -0.0680], [-0.0982, 0.1037, 0.0607], [-0.1708, 0.0259, -0.0504], [0.0021, 0.0821, 0.0203], [-0.1701, -0.2033, -0.1512], [0.1194, 0.2667, 0.0757], [-0.0213, -0.0636, -0.0008], [0.1378, -0.0596, -0.1095], [0.1209, 0.0213, 0.0558], [-0.0702, -0.0899, 0.0582], [-0.1429, 0.0504, 0.1299], [0.1603, 0.1552, 0.0390], [-0.2277, 0.0636, -0.2831], [-0.0524, -0.0031, 0.2288], [-2.8881, 0.5882, -2.3355], [0.1251, 0.0824, -0.0761], [0.1175, -0.0380, 0.0304], [-0.0325, -0.0923, -0.0684], [-0.1000, -0.1446, 0.0610], [-0.0766, -0.0591, -0.0261], [0.1190, -0.0246, 0.2230], [-0.0541, -0.0945, -0.2872], [0.0797, 0.0727, 0.1080], [0.1668, 0.1121, -0.0311], [-0.0034, 0.0858, -0.0978], [-0.0735, 0.0513, 0.1059], [-0.1619, -0.0954, 0.0365], [-2.6328, 0.2114, -0.8040], [0.0395, 0.0341, -0.1348], [-0.2404, 0.0930, 0.2098], [-0.0276, -0.1370, 0.0108], [0.0144, -0.0950, -0.1597], [-0.0160, 0.0639, -0.1063], [0.1673, -0.0153, 0.0723], [-0.0586, 0.0995, 0.2028], [-0.0031, -0.0434, 0.1153], [-0.1463, 0.0664, -0.2430], [0.0350, -0.0422, 0.2476], [-0.0208, -0.1702, -0.2687], [0.1272, 0.1341, -0.0678], [0.1391, -0.0178, 0.0388], [-0.0631, -0.0322, -0.1311], [-0.1167, -0.1152, 0.0870]],
  "e_homo_ev": -8.73,
  "relative_energy_ev": 0.0000,
  "e_tot_ev": -883847.4734,
  "fmax_ev_per_a": 4.91,
  "lumo_energy_ev": -0.599
}